This record from the OMol25 dataset describes a structure of composition C7H5N10SSe3TaTe at a distorted geometry. The level of theory is ωB97M-V with the def2-TZVPD basis set.

## Properties
Electronic energy = -8744.870735 a.u.
Relative energy (zero: lowest compared OMol25 entry of this formula, charge and spin) = 54.5 kcal per mole
HOMO level = -0.2856 Ha
Maximum force = 1.03 eV/A
LUMO energy = -1.8 eV

Last column: Löwdin charge in e.
Atoms and positions in Å:
Ta 0.52805 0.11004 -0.34781  1.018
N 1.94501 -3.36875 -0.28250  0.184
C 2.19977 -2.50618 -1.31897  -0.425
N 2.93807 -2.76539 -2.35594  0.074
N 2.94159 -1.61721 -3.08705  -0.024
N 2.25121 -0.71172 -2.53475  -0.069
N 1.72765 -1.23141 -1.36566  -0.186
C 1.31780 -2.92801 0.84160  -0.370
N 1.11234 -3.62181 1.96658  0.108
N 0.42529 -2.82363 2.75861  0.108
N 0.24619 -1.70946 2.14746  -0.093
N 0.77294 -1.71588 0.91528  -0.034
H 2.36678 -4.28479 -0.29775  0.167
S 1.82713 1.89431 0.57814  0.617
C 0.92675 1.33610 1.99124  -0.762
C 1.26819 1.54061 3.26914  -0.109
C 0.49199 0.85552 4.28378  -0.067
C -0.38165 -0.10775 3.94212  -0.039
C -0.57274 -0.46479 2.50715  -0.308
N -0.10038 0.49234 1.55964  -0.258
H 2.07797 2.20704 3.52320  0.103
H 0.63853 1.10963 5.32475  0.109
H -0.95428 -0.66145 4.67100  0.106
H -1.60483 -0.73080 2.27784  0.075
Se -2.26118 2.22120 -1.84248  -0.035
Se -3.17068 0.95052 -0.00564  -0.176
Te -2.18230 -1.21253 -0.58232  0.300
Se -0.24350 1.28048 -2.38206  -0.013